Record 1
13
Properties=species:S:1:pos:R:3:forces:R:3 method="wB97M-V/def2-TZVPD" orbital_gap_ha=0.3812 e_tot_ev=-10740.5176 e_lumo_ev=0.7 spin_multiplicity=1 largest_force_ev_per_a=8.01
C -1.741 0.693 0.676 -1.9439 -0.1292 0.7212
C -2.212 -0.076 -0.577 -6.1998 3.0767 -2.1337
C 0.037 -0.334 -0.123 -0.8090 1.0529 0.5656
C 2.032 -0.430 0.099 3.2502 -1.6336 1.3024
H -2.488 0.524 1.589 2.0148 0.8624 -1.9662
H -0.741 1.516 0.476 -3.9839 -2.0301 1.1034
H -1.722 0.333 -1.415 -0.8876 0.6449 -1.8561
H -3.341 -0.572 -0.636 3.1436 1.5066 -0.0564
H 2.980 -0.688 0.527 0.5628 -0.4475 -0.4867
N -1.330 -0.713 0.136 6.5016 -1.2398 4.5042
N 0.993 -1.179 0.124 2.2593 -2.2892 0.0589
N 0.537 0.893 -0.226 -2.1278 2.0164 -1.9013
O 1.902 0.846 -0.154 -1.7804 -1.3905 0.1448

---

Record 2
9
Properties=species:S:1:pos:R:3:forces:R:3 method="wB97M-V/def2-TZVPD" orbital_gap_ha=0.2867 total_charge=-1 e_tot_ev=-27888.1189 e_lumo_ev=3.8 smiles="C=CS(=O)(=O)[S-]" spin_multiplicity=1 largest_force_ev_per_a=3.58
C -1.278 -0.175 -0.534 -2.0742 -1.1208 -0.6916
C -0.624 -0.190 0.608 2.3690 1.3928 -2.2882
O 0.931 1.474 -0.584 0.5467 1.7575 -1.3580
O 1.866 0.564 1.495 -0.2051 0.0113 -0.1967
S 1.801 -1.307 -0.722 0.3912 0.4829 0.0401
S 1.174 0.332 0.232 -1.2382 -2.4973 1.7792
H -2.387 -0.527 -0.687 2.1369 0.9211 0.3862
H -0.648 0.059 -1.428 -1.0905 -0.3528 0.6202
H -0.834 -0.232 1.620 -0.8357 -0.5949 1.7088

---

Record 3
114
Properties=species:S:1:pos:R:3:forces:R:3 method="wB97M-V/def2-TZVPD" orbital_gap_ha=0.3094 e_tot_ev=-135627.0463 e_lumo_ev=0.4 smiles="CCCCCCC[C@](OCc1ccccn1)([C@H](F)CC)[C@H](OCN(C(C)=O)C(C)=O)P(O)Br.CCN(CC)CC.CCN(CC)CC" spin_multiplicity=1 largest_force_ev_per_a=1.33
C 7.873 0.610 0.052 0.5719 0.3150 -0.0373
C 7.954 2.071 0.518 0.0403 -0.2204 0.4715
C 6.627 2.658 0.999 0.3355 -0.0139 -0.3430
C 5.473 2.494 0.011 0.1816 0.1555 0.9474
C 4.176 2.998 0.652 0.5281 0.2026 -0.4525
C 2.915 2.714 -0.173 0.0137 0.1581 0.0100
C 1.715 1.932 0.416 0.4414 0.0882 -0.0082
C 1.643 1.403 1.867 -1.2689 -0.2065 -0.3388
O 2.788 0.868 2.493 0.0546 0.0063 0.2158
C 3.746 0.004 1.918 0.7104 -0.3680 -0.4171
C 3.377 -0.966 0.810 -0.3805 -0.4166 0.3094
C 2.990 -2.273 1.158 0.2076 0.4913 -0.5567
C 2.644 -3.168 0.154 0.1067 0.5053 0.2530
C 2.708 -2.734 -1.165 0.1074 0.2039 0.5212
C 3.145 -1.429 -1.408 -0.1616 -0.4538 -0.0381
N 3.472 -0.555 -0.455 -0.0766 -0.3185 0.0264
C 0.583 0.247 1.809 0.2172 -0.4125 0.0236
F -0.539 0.625 1.077 -0.1728 0.1032 0.0478
C 0.164 -0.357 3.140 -0.2356 -0.1756 -0.3560
C -0.206 -1.834 2.976 0.3498 0.4297 0.3541
C 1.091 2.398 2.937 0.8624 0.3655 -0.2054
O -0.319 2.553 2.864 0.1306 0.0183 0.1867
C -0.851 3.641 2.159 -1.0515 -0.0597 -0.4507
N -2.225 3.287 1.753 0.8674 0.3045 0.1043
C -3.200 4.155 2.361 -0.1564 -0.4494 0.4025
C -4.022 3.490 3.401 -0.5635 -0.4634 0.0059
O -3.321 5.309 2.076 0.0092 0.7327 -0.3737
C -2.372 3.193 0.312 0.1952 0.3607 0.0467
C -2.055 4.380 -0.561 -0.0996 0.2537 0.2917
O -2.746 2.175 -0.164 -0.5576 -1.0241 -0.3806
P 1.839 4.078 3.305 -0.3275 -0.1046 0.6476
O 2.178 4.705 1.836 -0.0977 -0.0885 -0.1609
Br 3.818 3.483 4.183 -0.0978 0.0996 -0.0987
H 7.035 0.072 0.487 -0.1984 -0.0206 -0.0531
H 7.850 0.559 -1.033 -0.3687 -0.1890 -0.1139
H 8.776 0.084 0.355 0.0862 -0.1149 0.0097
H 8.646 2.110 1.360 0.0699 0.1106 0.0844
H 8.410 2.694 -0.249 -0.0850 0.0549 -0.2288
H 6.379 2.174 1.946 -0.1779 -0.0790 0.0941
H 6.786 3.713 1.233 -0.1146 0.1175 0.0584
H 5.703 3.078 -0.879 -0.0724 -0.1961 -0.3494
H 5.403 1.434 -0.216 -0.2029 -0.0712 -0.4691
H 4.153 2.633 1.671 -0.3073 -0.1443 0.0160
H 4.305 4.075 0.737 -0.1143 0.1245 0.1956
H 3.234 2.205 -1.078 -0.0103 -0.3090 -0.0401
H 2.539 3.669 -0.533 -0.1121 0.1265 0.0669
H 1.535 1.081 -0.232 0.0739 -0.1863 -0.0365
H 0.819 2.531 0.288 -0.1229 0.0796 0.0566
H 4.120 -0.611 2.736 -0.1848 0.0306 0.2942
H 4.622 0.562 1.586 -0.1510 0.2911 -0.1917
H 2.970 -2.551 2.200 -0.0427 -0.0823 0.1016
H 2.320 -4.163 0.424 -0.0139 -0.1349 -0.1490
H 2.430 -3.411 -1.956 0.0425 0.0956 -0.2628
H 3.229 -1.090 -2.433 0.0308 0.1469 -0.0224
H 1.002 -0.563 1.211 0.3588 0.1010 -0.0442
H -0.694 0.191 3.520 0.0226 0.2087 0.0817
H 0.990 -0.273 3.842 0.0642 0.0873 0.1501
H 0.705 -2.419 2.875 0.0285 -0.1959 -0.1423
H -0.822 -1.985 2.096 -0.2245 -0.0991 -0.0190
H -0.710 -2.176 3.876 -0.2164 -0.1980 -0.0651
H 1.282 1.907 3.890 -0.0850 -0.1209 0.1490
H -0.919 4.533 2.782 0.2455 0.1120 0.1906
H -0.284 3.883 1.261 0.2757 -0.0151 0.0393
H -4.860 4.111 3.696 0.0756 0.2306 0.1966
H -3.404 3.212 4.252 0.1372 0.0631 0.1144
H -4.419 2.554 3.009 0.0897 -0.1272 -0.1095
H -2.759 4.360 -1.384 0.0036 -0.0038 -0.2039
H -2.163 5.312 -0.017 0.1139 0.0984 0.0294
H -1.049 4.292 -0.962 0.1498 -0.0285 -0.0609
H 1.791 5.587 1.805 0.1916 0.1646 -0.0295
C -9.202 0.611 4.783 -0.0061 0.0237 0.0195
C -8.039 0.820 3.825 -0.1276 0.0927 0.0232
N -7.779 -0.330 2.981 0.1183 -0.0888 -0.0006
C -6.509 -0.256 2.281 0.2016 0.0168 -0.0052
C -6.316 0.855 1.243 0.1342 -0.0416 -0.0573
C -8.908 -0.809 2.205 -0.2464 -0.0586 -0.0015
C -9.587 0.172 1.238 -0.0150 -0.0832 -0.0739
H -9.057 -0.292 5.378 -0.0020 -0.0289 -0.0343
H -9.275 1.459 5.464 -0.0009 0.0084 -0.0060
H -10.156 0.531 4.260 -0.0022 -0.0061 0.0030
H -7.139 1.006 4.418 0.0671 -0.0321 -0.0772
H -8.221 1.739 3.244 0.0042 0.0198 0.0325
H -6.321 -1.222 1.805 -0.0925 -0.0187 -0.0111
H -5.725 -0.154 3.039 -0.0571 0.0371 0.0549
H -6.865 0.658 0.323 -0.0640 0.0437 0.0209
H -5.259 0.924 0.973 0.0000 -0.0025 0.0000
H -6.620 1.831 1.625 -0.0413 -0.0056 0.0063
H -9.666 -1.175 2.902 0.0257 0.0528 0.0468
H -8.589 -1.696 1.652 0.1155 0.0387 -0.0101
H -9.755 1.148 1.695 0.0110 -0.0009 0.0238
H -10.561 -0.222 0.942 0.0010 -0.0075 0.0118
H -9.010 0.316 0.326 0.0349 0.0770 0.0285
C -0.496 -5.430 -6.083 -0.0230 0.0110 -0.0068
C 0.746 -4.555 -6.002 -0.1166 -0.0089 -0.1102
N 1.951 -5.302 -5.696 0.0922 0.0097 0.1340
C 3.074 -4.460 -5.329 0.1191 0.1443 0.1113
C 3.643 -3.507 -6.388 0.0900 -0.0033 0.0353
C 2.249 -6.411 -6.585 -0.0825 -0.2090 -0.1212
C 2.410 -6.111 -8.081 0.0785 -0.0704 -0.0022
H -0.617 -6.018 -5.172 0.0359 -0.0240 -0.0052
H -1.381 -4.803 -6.201 0.0020 0.0067 -0.0069
H -0.465 -6.112 -6.933 -0.0018 -0.0056 0.0036
H 0.596 -3.823 -5.203 0.1046 0.0182 0.0132
H 0.832 -3.978 -6.936 -0.0287 0.0182 0.0100
H 3.882 -5.098 -4.960 -0.0360 -0.0845 -0.0537
H 2.765 -3.859 -4.467 -0.0991 -0.0041 -0.0334
H 4.223 -4.035 -7.144 -0.0512 -0.0063 -0.0460
H 4.317 -2.791 -5.912 -0.0077 -0.0042 0.0123
H 2.861 -2.935 -6.889 -0.0206 -0.0138 -0.0031
H 1.456 -7.154 -6.472 -0.0454 0.0599 0.0160
H 3.150 -6.908 -6.218 0.0461 0.1017 0.0466
H 1.626 -5.452 -8.455 -0.0151 0.0062 0.0211
H 2.350 -7.042 -8.649 -0.0059 -0.0048 0.0112
H 3.375 -5.660 -8.310 -0.0314 0.0809 -0.0053